1.
C6H12O2 | wB97M-V/def2-TZVPD

XYZ file:
```
20
Properties=species:S:1:pos:R:3:forces:R:3
C 1.25930 -0.06982 -0.38135 -0.4 -0.4 -1.0
C -2.01974 -0.30332 0.94880 -0.3 -0.5 -0.4
C 2.04110 -0.99685 0.48518 -0.1 0.0 0.0
C 1.14673 1.35313 0.04334 0.0 -0.1 0.0
C 0.67623 -0.51234 -1.56888 1.5 0.5 0.0
C -2.76218 0.63174 0.02003 0.5 0.6 0.4
O -0.84527 -0.80264 0.44730 0.2 -0.1 -1.2
O -2.29825 1.09732 -0.99151 -0.2 -0.3 0.0
H -2.73508 -1.10156 1.23232 0.0 0.1 0.0
H -1.86924 0.26746 1.88883 0.1 0.0 -0.2
H -3.74950 0.96789 0.40789 -0.1 -0.1 -0.2
H 1.03078 -1.44662 -1.98997 -0.2 -0.2 0.2
H 3.10713 -0.77350 0.36322 0.0 0.0 0.0
H 1.86730 -2.03682 0.21637 0.0 0.0 -0.1
H 1.78254 -0.86717 1.53428 0.0 0.1 0.0
H 2.12988 1.82393 -0.07072 -0.1 0.0 0.0
H 0.86862 1.42793 1.09425 0.0 -0.1 0.0
H 0.41052 1.88793 -0.55239 0.1 0.0 -0.1
H -0.46869 -0.77937 -0.81110 -0.7 0.3 2.2
H 0.42781 0.23268 -2.31589 -0.4 0.1 0.2
```
Positions in Å, forces in eV/Å.

Calculated values
* gap between HOMO and LUMO: 9.28 eV
* relative energy (zero: lowest compared OMol25 entry of this formula, charge and spin): 86.5 kcal per mole
* F_max: 2.34 eV/A
* DFT total energy: -10508.5557 eV
* 2S+1: 1

---

2.
C40H37GeN8O5STl | wB97M-V/def2-TZVPD

XYZ file:
```
93
Properties=species:S:1:pos:R:3:forces:R:3
Tl -1.74461 -0.86451 -0.42397 -0.2 -0.2 -0.1
O -5.55758 1.22513 -2.56886 -0.3 0.8 -0.3
S -4.64367 0.41256 -1.82019 0.8 0.1 0.9
O -4.04117 -0.67646 -2.53652 -0.2 -1.0 -0.3
N -3.39947 1.10125 -1.12816 0.3 -0.3 0.2
C -3.35064 2.22642 -0.38048 0.6 0.3 0.4
C -4.30205 3.20416 -0.23296 -0.5 1.2 -0.2
C -3.98602 4.50772 0.30994 0.4 -1.4 -0.1
C -2.80743 4.78810 0.92609 1.1 -0.5 -0.6
C -1.82764 3.75065 0.89820 1.2 -0.8 0.7
C -0.49103 3.92425 1.40859 -1.1 -0.3 -1.1
C 0.41226 2.87661 1.38395 1.0 2.5 0.2
C 0.00049 1.65103 0.93254 -0.9 0.5 -0.4
N -1.19119 1.48673 0.41698 0.1 -1.0 -0.7
C -2.07966 2.46863 0.30823 -0.8 1.4 0.6
C -5.60068 -0.17008 -0.43215 -3.2 1.2 -0.8
C -7.04365 -0.19824 -0.64539 2.0 -1.1 1.6
C -7.84371 -0.65199 0.41303 -0.7 1.0 -0.9
C -7.32356 -0.84055 1.67833 0.2 -0.5 0.6
C -5.98851 -0.62008 1.87784 -0.3 -0.4 1.0
C -5.16906 -0.23427 0.86796 2.9 -0.3 -0.4
H -5.28746 3.03368 -0.68222 0.4 0.2 0.1
H -4.62553 5.32149 0.12829 -1.3 0.7 0.0
H -2.47430 5.77276 1.27964 -0.5 -0.3 -0.2
H -0.23910 4.96035 1.61123 0.4 -0.2 0.5
H 1.48146 3.09748 1.54562 -0.7 -0.5 0.3
H 0.65902 0.83632 0.92276 0.9 -1.2 0.0
H -7.44472 0.12593 -1.58054 -0.2 -0.2 -0.5
H -8.92056 -0.72318 0.26101 0.2 -0.1 0.0
H -7.87067 -1.16784 2.55763 -0.5 0.0 -0.4
H -5.51007 -0.82769 2.81986 -0.1 0.2 0.4
H -4.10445 -0.10889 1.20036 -1.0 0.0 -0.9
N -1.07326 -4.69690 0.05025 -0.5 0.2 1.2
N -1.06866 -4.60864 1.50058 3.0 -0.8 -2.1
C -0.03086 -3.91630 2.12575 1.6 -0.2 1.0
N -0.23688 -3.88017 3.56338 1.0 -1.4 0.0
N 1.00344 -3.49366 1.49481 -0.8 -0.7 -0.3
N 2.27586 -3.24688 2.15350 -0.9 0.8 0.5
O 3.21009 0.64701 1.51484 0.3 -0.8 -0.4
O 2.22377 -2.10928 2.81582 0.0 -0.5 0.0
H -0.72309 -3.82187 -0.28312 0.0 1.1 -0.3
H -0.32128 -5.29336 -0.24052 0.3 -0.8 0.4
H -1.90771 -4.32099 1.83971 -3.1 0.8 0.9
H -0.23474 -4.85459 3.96743 -0.5 1.1 -0.9
H 0.62824 -3.51544 3.96512 -0.1 0.5 -0.2
C 3.50893 -0.37602 0.92705 -0.1 0.2 0.0
Ge 3.48880 -0.36690 -1.13034 0.5 0.1 -0.3
C 3.47779 -2.15508 -1.94470 -1.1 0.4 1.7
C 4.09909 -2.40100 -3.13932 1.0 1.1 -1.1
C 4.06768 -3.65703 -3.68713 -1.1 -1.2 -0.3
C 3.39362 -4.70413 -3.01995 0.6 -0.6 -0.3
C 2.72762 -4.44159 -1.84039 -0.1 -1.5 1.2
C 2.74789 -3.17348 -1.30363 0.3 0.7 -0.6
C 2.03065 0.71464 -1.84236 -0.6 0.8 0.1
C 2.12119 2.13088 -1.83168 1.8 -2.5 1.1
C 1.07353 2.86831 -2.22897 -1.2 1.3 -0.5
C -0.12105 2.32534 -2.66290 -1.1 -0.5 0.0
C -0.27258 0.93999 -2.61423 0.9 1.4 -1.0
C 0.81187 0.17530 -2.28752 1.3 -1.7 0.9
C 5.13014 0.53567 -1.84193 -0.5 -0.7 0.4
C 6.36454 0.38407 -1.22914 0.7 1.1 -0.7
C 7.51096 0.94293 -1.81321 0.4 -0.2 0.1
C 7.44500 1.58857 -3.04466 0.1 0.6 -0.8
C 6.19001 1.70877 -3.70871 0.8 -0.6 1.4
C 5.06579 1.17118 -3.08142 -0.5 0.4 -0.5
H 3.79053 -1.32702 1.45981 -0.2 0.7 -0.1
H 4.63497 -1.57816 -3.69168 -0.6 -0.9 0.7
H 4.38039 -3.77340 -4.70925 0.6 -0.4 -0.1
H 3.45077 -5.77545 -3.31476 -0.1 1.1 -0.3
H 2.29312 -5.28277 -1.20313 0.4 1.2 -1.2
H 2.17596 -3.00313 -0.41539 -0.1 0.2 0.6
H 3.04987 2.58980 -1.45628 -0.5 -0.1 -0.3
H 1.22277 3.91361 -2.18876 -0.2 1.2 -0.2
H -0.97320 2.91889 -3.03507 0.7 -0.1 0.4
H -1.10441 0.45862 -3.04006 -1.3 -0.3 -0.2
H 0.70428 -0.92954 -2.32689 0.2 0.7 0.0
H 6.50994 -0.05500 -0.26958 -0.3 -0.5 0.6
H 8.47623 0.84804 -1.27272 -0.7 0.1 -0.5
H 8.38524 2.02951 -3.48785 -1.2 -0.6 0.5
H 6.07614 2.18818 -4.66257 0.2 0.2 -0.2
H 4.06672 1.27451 -3.55081 0.8 0.0 0.2
O -2.35424 -0.73984 2.10596 1.0 1.2 1.6
N -1.60155 0.01411 2.95808 0.2 -0.3 -1.4
C -0.35522 -0.41178 3.28556 -1.1 0.3 0.4
C 0.47084 0.21455 4.19678 -1.1 -0.2 -0.9
C -0.02302 1.41851 4.70999 3.0 0.6 1.2
C -1.14619 1.98506 4.16288 -0.5 0.1 0.6
C -1.93519 1.26613 3.29474 -2.2 0.3 0.0
H -0.11757 -1.29387 2.79212 0.8 -1.6 -0.6
H 1.40326 -0.34294 4.30592 0.0 0.6 0.5
H 0.63327 1.98845 5.46466 -1.3 -0.8 -1.2
H -1.46939 2.96681 4.48322 0.0 0.0 -0.1
H -2.93579 1.65132 2.94606 1.4 -0.6 0.2
```
Positions in Å, forces in eV/Å.

Calculated values
* gap between HOMO and LUMO (alpha / beta): 5.46 / 6.85 eV
* relative energy (zero: lowest compared OMol25 entry of this formula, charge and spin): 0.0 kcal per mole
* F_max: 3.69 eV/A
* DFT total energy: -136277.7642 eV
* total charge: -1
* 2S+1: 2
* ⟨S²⟩: 0.755